No. 1
Molecular formula: C4H13N3O
Method: DFT, wB97M-V/def2-TZVPD

**E_tot**: -10872.2178 eV
**Gap between HOMO and LUMO**: 9.024 eV
**Lowest unoccupied orbital energy**: 0.712 eV
**Energy relative to the best compared isomer or geometry (same formula, charge and spin)**: 526.78 kJ/mol
**SMILES string**: CN(O)[C@@](C)(N)CN

Element x y z (Å)
C1 1.399 1.066 -1.334
N1 0.753 -0.173 -0.931
O1 2.077 -1.149 -0.552
C2 0.043 -0.220 0.267
C3 -0.513 -1.610 0.525
N2 0.768 0.256 1.404
C4 -1.337 0.842 -0.169
N3 -2.648 0.414 0.119
H1 1.788 0.926 -2.343
H2 0.739 1.933 -1.318
H3 2.258 1.286 -0.693
H4 2.933 -1.343 -0.134
H5 -1.143 -1.635 1.415
H6 0.318 -2.289 0.710
H7 -1.051 -1.967 -0.349
H8 1.295 1.111 1.284
H9 0.463 -0.125 2.287
H10 -1.106 1.729 0.419
H11 -1.295 1.139 -1.214
H12 -2.956 -0.340 -0.480
H13 -2.785 0.152 1.087

---

No. 2
Molecular formula: C4H13N3O
Method: DFT, wB97M-V/def2-TZVPD

**E_tot**: -10871.7281 eV
**Gap between HOMO and LUMO**: 5.335 eV
**Lowest unoccupied orbital energy**: -2.354 eV
**Energy relative to the best compared isomer or geometry (same formula, charge and spin)**: 574.04 kJ/mol

Element x y z (Å)
C1 -1.150 0.450 0.135
N1 -0.774 -0.603 0.819
C2 0.346 -1.309 0.209
N2 -0.132 -1.615 -1.137
C3 -0.646 1.755 0.318
C4 0.122 2.351 1.228
O1 -1.926 -2.802 0.305
N3 2.408 1.251 -0.778
H1 1.485 1.331 -0.347
H2 -2.031 0.300 -0.488
H3 -1.556 -1.290 0.924
H4 1.192 -0.682 0.085
H5 0.543 -2.193 0.812
H6 0.531 -2.171 -1.660
H7 -1.033 -2.119 -0.875
H8 -1.048 2.494 -0.371
H9 0.517 3.308 0.923
H10 0.552 1.888 2.107
H11 -2.370 -3.648 0.259
H12 2.794 2.190 -0.709
H13 2.177 1.113 -1.761

---

No. 3
Molecular formula: C4H13N3RuTe4
Method: DFT, wB97M-V/def2-TZVPD

**Multiplicity**: 2
**Charge**: +1
**E_tot**: -40579.2861 eV
**Gap between HOMO and LUMO (alpha / beta)**: 5.916 / 5.323 eV
**Lowest unoccupied orbital energy (alpha / beta)**: -4.435 / -5.148 eV
**Energy relative to the best compared isomer or geometry (same formula, charge and spin)**: 36.43 kJ/mol

Element x y z (Å)
Ru1 0.400 0.021 -0.534
N1 -0.177 2.017 0.020
C1 -1.332 1.934 0.936
C2 -0.853 1.255 2.188
N2 -0.157 0.009 1.821
C3 -0.784 -1.263 2.221
C4 -1.412 -1.910 1.017
N3 -0.342 -2.060 0.021
H1 0.592 2.504 0.477
H2 -0.432 2.558 -0.803
H3 -2.096 1.341 0.436
H4 -1.762 2.911 1.169
H5 -1.692 1.079 2.862
H6 -0.148 1.901 2.716
H7 0.775 0.034 2.213
H8 -1.520 -1.128 3.016
H9 -0.004 -1.920 2.613
H10 -2.185 -1.268 0.591
H11 -1.875 -2.860 1.293
H12 -0.686 -2.542 -0.805
H13 0.409 -2.627 0.409
Te1 -1.793 -0.001 -2.147
Te2 0.467 1.024 -3.012
Te3 2.275 -0.928 -2.207
Te4 2.966 -0.156 0.253

---

No. 4
Molecular formula: C4H13N3S
Method: DFT, wB97M-V/def2-TZVPD

**E_tot**: -19662.3548 eV
**Gap between HOMO and LUMO**: 9.220 eV
**Lowest unoccupied orbital energy**: 0.772 eV
**Energy relative to the best compared isomer or geometry (same formula, charge and spin)**: 238.04 kJ/mol
**SMILES string**: NCN[C@@H](CN)CS

Element x y z (Å)
N1 1.724 2.500 -1.465
C1 0.736 2.421 -0.370
N2 -0.207 1.331 -0.729
C2 -0.003 0.076 -0.007
C3 -0.838 0.195 1.402
N3 0.073 0.095 2.493
C4 -0.542 -1.082 -0.927
S1 -0.513 -2.767 -0.183
H1 2.570 1.833 -1.315
H2 1.308 2.397 -2.466
H3 0.345 3.455 -0.138
H4 1.441 2.247 0.494
H5 -1.096 1.723 -0.523
H6 1.093 0.066 0.089
H7 -1.604 -0.532 1.363
H8 -1.185 1.268 1.364
H9 -0.491 0.391 3.335
H10 0.502 -0.803 2.581
H11 -1.547 -0.825 -1.183
H12 0.051 -0.809 -1.843
H13 -0.425 -3.280 -1.513

---

No. 5
Molecular formula: C4H13N3S
Method: DFT, wB97M-V/def2-TZVPD

**Multiplicity**: 2
**Charge**: +1
**E_tot**: -19655.7675 eV
**Gap between HOMO and LUMO (alpha / beta)**: 8.787 / 6.840 eV
**Lowest unoccupied orbital energy (alpha / beta)**: -3.627 / -5.524 eV
**Energy relative to the best compared isomer or geometry (same formula, charge and spin)**: 107.83 kJ/mol

Element x y z (Å)
C1 1.697 1.271 0.241
C2 1.693 1.749 -1.018
N1 0.605 2.223 -1.655
N2 2.773 0.339 0.655
H1 0.777 1.123 0.789
H2 2.624 1.790 -1.586
H3 0.713 2.420 -2.637
H4 -0.267 1.783 -1.405
H5 2.493 -0.619 0.439
H6 2.951 0.385 1.660
H7 3.646 0.551 0.170
C3 -0.782 -1.878 1.151
C4 -0.966 -1.456 -0.328
S1 -1.737 0.136 -0.495
N3 -1.964 -2.294 1.871
H8 -0.301 -1.058 1.690
H9 -0.102 -2.734 1.135
H10 -1.519 -2.238 -0.850
H11 0.005 -1.532 -0.827
H12 -2.433 -3.026 1.355
H13 -2.622 -1.539 2.003

---

No. 6
Molecular formula: C4H13N4O
Method: DFT, wB97M-V/def2-TZVPD

**Charge**: +1
**E_tot**: -12361.3611 eV
**Gap between HOMO and LUMO**: 10.619 eV
**Lowest unoccupied orbital energy**: -2.749 eV
**Energy relative to the best compared isomer or geometry (same formula, charge and spin)**: 147.36 kJ/mol

Element x y z (Å)
C1 2.792 -2.057 -0.912
C2 0.610 -1.616 0.145
N1 -0.723 -1.659 0.065
N2 1.391 -1.946 -0.959
N3 1.071 -1.457 1.381
H1 -1.111 -1.785 -0.942
H2 -1.301 -1.082 0.752
H3 0.885 -2.591 -1.605
H4 2.060 -1.253 1.567
H5 0.459 -1.201 2.145
H6 3.387 -2.932 -0.598
H7 3.217 -1.128 -0.272
H8 3.128 -1.766 -1.907
C3 -1.368 3.374 0.756
C4 -1.609 1.988 0.216
O1 -1.124 0.966 0.710
N4 -2.457 1.751 -0.832
H9 -1.588 3.444 1.781
H10 -1.980 4.095 0.226
H11 -2.428 0.778 -1.098
H12 -3.027 2.411 -1.314
H13 -0.283 3.668 0.694

---

No. 7
Molecular formula: C4H13N4O
Method: DFT, wB97M-V/def2-TZVPD

**Charge**: +1
**E_tot**: -12360.1926 eV
**Gap between HOMO and LUMO**: 10.686 eV
**Lowest unoccupied orbital energy**: -2.968 eV
**Energy relative to the best compared isomer or geometry (same formula, charge and spin)**: 260.10 kJ/mol

Element x y z (Å)
C1 -0.625 1.246 -1.818
C2 -1.674 0.482 -0.865
O1 -1.866 0.626 0.276
N1 -2.314 -0.464 -1.695
H1 -1.093 1.787 -2.657
H2 0.083 0.502 -2.336
H3 -3.106 -0.929 -1.532
H4 -2.012 -0.427 -2.722
H5 -0.044 1.890 -1.110
C3 1.362 -1.805 0.124
C4 0.796 0.238 1.491
N2 1.605 -0.438 0.585
N3 -0.262 -0.318 2.222
N4 1.314 1.449 1.822
H6 2.138 0.057 -0.063
H7 -0.325 -1.425 2.014
H8 -1.102 0.191 2.275
H9 0.859 2.175 2.313
H10 2.131 1.871 1.359
H11 1.038 -2.524 0.992
H12 2.354 -2.332 0.118
H13 0.744 -1.851 -0.793

---

No. 8
Molecular formula: C4H13NO
Method: DFT, wB97M-V/def2-TZVPD

**E_tot**: -7894.6233 eV
**Gap between HOMO and LUMO**: 10.405 eV
**Lowest unoccupied orbital energy**: 0.810 eV
**Energy relative to the best compared isomer or geometry (same formula, charge and spin)**: 196.60 kJ/mol
**SMILES string**: C[C@@H](N)O.CC

Element x y z (Å)
C1 -2.069 1.419 1.377
C2 -0.982 1.630 0.333
N1 -0.065 2.644 0.758
O1 -0.343 0.226 -0.247
H1 -2.577 2.360 1.580
H2 -2.793 0.691 1.020
H3 -1.631 1.052 2.306
H4 -1.442 1.994 -0.592
H5 0.653 2.814 0.065
H6 0.373 2.407 1.642
H7 -0.103 0.293 0.750
C3 0.626 -2.246 -1.074
C4 2.134 -2.165 -1.191
H8 0.193 -1.226 -0.687
H9 0.156 -2.468 -2.028
H10 0.308 -2.988 -0.345
H11 2.420 -1.422 -1.932
H12 2.554 -3.123 -1.498
H13 2.587 -1.894 -0.237

---

No. 9
Molecular formula: C4H13NO
Method: DFT, wB97M-V/def2-TZVPD

**E_tot**: -7896.3155 eV
**Gap between HOMO and LUMO**: 10.170 eV
**Lowest unoccupied orbital energy**: 1.026 eV
**Energy relative to the best compared isomer or geometry (same formula, charge and spin)**: 33.32 kJ/mol
**SMILES string**: CCNCC.O

Element x y z (Å)
C1 0.278 -2.319 0.668
C2 0.866 -0.978 0.338
N1 -0.076 0.094 0.613
C3 0.467 1.444 0.497
C4 -0.304 2.307 -0.483
H1 -0.185 -2.294 1.660
H2 1.014 -3.109 0.673
H3 -0.499 -2.604 -0.034
H4 1.823 -0.817 0.866
H5 1.169 -0.929 -0.714
H6 -0.564 -0.073 1.475
H7 0.582 1.915 1.471
H8 1.497 1.358 0.115
H9 -0.157 2.081 -1.545
H10 -1.388 2.252 -0.299
H11 -0.060 3.370 -0.384
O1 -1.871 -0.626 -1.622
H12 -1.294 -0.281 -0.916
H13 -1.299 -0.793 -2.380

---

No. 10
Molecular formula: C4H13NO
Method: DFT, wB97M-V/def2-TZVPD

**E_tot**: -7896.1087 eV
**Gap between HOMO and LUMO**: 9.609 eV
**Lowest unoccupied orbital energy**: 0.808 eV
**Energy relative to the best compared isomer or geometry (same formula, charge and spin)**: 53.28 kJ/mol
**SMILES string**: CNC(C)C.O

Element x y z (Å)
C1 0.991 -0.177 0.730
N1 0.327 -0.468 -0.529
C2 -0.728 0.459 -0.924
C3 -1.436 -0.154 -2.114
C4 -0.167 1.840 -1.294
H1 0.259 -0.143 1.535
H2 1.371 0.845 0.674
H3 1.803 -0.855 0.917
H4 -0.101 -1.379 -0.434
H5 -1.429 0.611 -0.081
H6 -2.144 0.528 -2.566
H7 -1.944 -1.080 -1.855
H8 -0.685 -0.429 -2.857
H9 -0.937 2.605 -1.252
H10 0.209 1.815 -2.310
H11 0.603 2.112 -0.593
O1 1.595 -2.319 4.255
H12 0.658 -2.359 4.048
H13 1.755 -1.452 4.651

---

No. 11
Molecular formula: C4H13NO
Method: DFT, wB97M-V/def2-TZVPD

**E_tot**: -7891.4012 eV
**Gap between HOMO and LUMO**: 8.083 eV
**Lowest unoccupied orbital energy**: 0.996 eV
**Energy relative to the best compared isomer or geometry (same formula, charge and spin)**: 507.49 kJ/mol

Element x y z (Å)
C1 -0.460 1.015 -0.239
C2 -0.280 1.882 -1.460
N1 0.218 1.577 0.895
O1 -1.837 0.709 -0.003
H1 -2.352 1.530 0.061
H2 0.460 -0.243 -0.238
H3 0.014 1.056 1.739
H4 -0.009 2.559 1.055
H5 0.775 2.052 -1.675
H6 -0.765 1.435 -2.328
H7 -0.744 2.871 -1.309
C3 0.656 -1.886 -0.278
C4 0.729 -2.288 1.185
H8 1.477 -1.694 1.717
H9 1.623 -1.922 -0.784
H10 -0.051 -2.493 -0.850
H11 -0.225 -0.696 -0.482
H12 -0.236 -2.123 1.672
H13 1.006 -3.339 1.320

---

No. 12
Molecular formula: C4H13NO2
Method: DFT, wB97M-V/def2-TZVPD

**Multiplicity**: 2
**Charge**: -1
**E_tot**: -9941.6607 eV
**Gap between HOMO and LUMO (alpha / beta)**: 2.649 / 8.786 eV
**Lowest unoccupied orbital energy (alpha / beta)**: 3.415 / 3.461 eV
**Energy relative to the best compared isomer or geometry (same formula, charge and spin)**: 109.67 kJ/mol

Element x y z (Å)
C1 -0.419 -0.371 -1.103
N1 -1.699 0.142 -1.553
C2 -1.661 1.383 -2.340
C3 -0.131 1.511 -2.553
C4 0.464 0.841 -1.285
H1 -0.412 -0.677 0.015
H2 -0.065 -1.267 -1.623
H3 -2.535 0.021 -1.002
H4 -1.915 1.257 -3.433
H5 -2.388 2.036 -1.865
H6 0.218 2.528 -2.747
H7 0.149 0.827 -3.450
H8 1.593 0.905 -1.390
H9 0.386 1.600 -0.499
H10 -1.449 -0.854 2.220
H11 -1.893 0.059 3.311
O1 -2.246 -0.646 2.743
H12 4.062 -2.029 4.591
H13 4.915 -2.107 3.412
O2 4.971 -2.291 4.367